No. 1
Below is a 5-piece molecular cluster, C4H20N2O4S2 overall in a non-equilibrium geometry, with properties calculated with ωB97M-V/def2-TZVPD.

Geometry as XYZ:
```
32
Properties=species:S:1:pos:R:3:forces:R:3
C -1.23368 -2.05942 0.72111 -0.6 0.0 0.2
N -0.58849 -0.89655 1.34237 0.3 -0.7 -0.9
C -0.55323 0.23732 0.41077 -0.3 -0.3 1.6
C -0.04726 1.48395 1.16292 0.7 -0.5 -2.3
N 0.13333 2.45361 0.07895 0.3 0.7 -0.2
C 1.22635 1.13361 1.92286 -0.2 0.9 1.0
S 1.99473 2.63887 2.66650 -0.3 -0.4 0.5
S 3.76493 2.86680 1.68985 0.3 0.0 -0.7
H -0.71102 -2.46278 -0.14271 0.5 0.2 0.0
H -1.32815 -2.85948 1.45524 0.0 0.0 0.0
H -2.23721 -1.81203 0.35275 -0.1 -0.1 0.1
H -1.16911 -0.64927 2.13534 0.1 0.2 0.0
H -1.57183 0.39243 0.03534 0.0 0.4 -0.2
H 0.11677 0.05237 -0.42758 0.1 -0.3 0.0
H -0.82577 1.83249 1.81651 -0.2 0.3 0.5
H 0.95751 2.20323 -0.45972 -0.1 -0.3 -0.1
H 0.36081 3.39448 0.38814 -0.3 -0.1 0.4
H 2.03014 0.62843 1.39342 -0.3 -0.1 -0.4
H 0.93849 0.52166 2.77508 0.3 -0.1 0.0
H 4.31782 1.64898 1.86256 -0.1 0.1 0.3
O 2.07377 0.20811 -2.26634 -0.1 0.3 -0.4
H 2.78034 0.74701 -2.64272 0.3 -0.1 0.3
H 1.38570 0.33903 -2.92986 -0.2 -0.3 0.2
O -4.09398 -1.91988 -1.41759 -0.8 -0.3 1.1
H -3.52257 -1.16802 -1.57932 0.2 -0.2 -0.8
H -4.13701 -2.50398 -2.17231 0.3 0.3 -0.3
O 2.23879 -2.30582 -0.01833 0.8 -0.6 -0.2
H 1.71522 -2.27117 0.78128 -0.5 0.5 0.0
H 1.94311 -1.66631 -0.66959 -0.3 0.2 0.2
O -2.10907 -0.38951 -2.60622 0.2 -0.1 0.1
H -1.85766 0.39924 -2.11455 0.1 0.2 -0.2
H -1.99176 -0.21741 -3.54412 0.0 0.2 0.1
```
Forces are in eV/Å.

Summary:
SMILES: CNC[C@H](N)CSS.O.O.O.O

=====

No. 2
Below is a 2-piece molecular cluster, C2H8NO overall in a non-equilibrium geometry, with properties calculated with ωB97M-V/def2-TZVPD.

Geometry as XYZ:
```
12
Properties=species:S:1:pos:R:3:forces:R:3
O -1.11859 1.86906 0.88756 0.0 0.2 0.7
H -0.18489 0.49000 0.34048 0.5 0.7 -0.4
H -1.14426 1.93136 1.85299 0.0 -0.2 -0.1
H -1.52606 2.70335 0.62583 0.0 -0.1 -0.4
C -0.46071 -1.32217 -0.66401 1.0 0.2 -0.4
C 1.65721 -0.23219 -0.16270 -0.9 0.4 -0.1
N 0.38803 -0.20301 -0.17654 -0.6 -1.3 0.4
H -1.07258 -0.95747 -1.48423 -0.4 0.1 0.3
H 0.17396 -2.10443 -1.08008 0.1 0.0 0.2
H -0.98655 -1.69774 0.20653 -0.4 0.0 -0.2
H 2.15858 0.59676 0.32055 0.4 -0.2 -0.1
H 2.11585 -1.07352 -0.66637 0.5 0.2 0.1
```
Forces are in eV/Å.

Summary:
charge: +1

=====

No. 3
Below is a 2-piece molecular cluster, C3H9NO2 overall, with properties calculated with ωB97M-V/def2-TZVPD.

Geometry as XYZ:
```
15
Properties=species:S:1:pos:R:3:forces:R:3
C 0.48471 -2.06422 -0.12252 0.1 0.9 -0.3
C 0.09128 -0.66435 0.32909 -0.2 0.8 -0.1
N -0.94793 -0.10012 -0.55055 0.4 -0.6 0.4
C -0.26382 -0.59317 1.80566 0.1 -0.3 0.0
O -1.00313 0.22839 2.27497 -0.1 0.0 0.0
H 0.96868 -1.97423 -1.08773 0.1 -0.1 -0.2
H -0.42246 -2.64322 -0.26886 0.0 -0.4 0.2
H 1.18546 -2.53717 0.55903 -0.1 -0.2 0.1
H 0.92118 0.06432 0.27176 0.2 -0.5 -0.1
H -1.65780 -0.81868 -0.64735 -0.3 0.2 0.0
H -1.35999 0.69323 -0.07125 -0.1 0.0 -0.1
H 0.24778 -1.33684 2.46043 0.0 0.1 0.0
O 1.22155 2.72683 -2.69299 0.0 -0.1 0.1
H 1.57348 3.56655 -2.99553 0.0 0.1 -0.1
H 0.89167 2.28807 -3.48270 0.0 0.0 0.0
```
Forces are in eV/Å.

Summary:
SMILES: C[C@@H](N)C=O.O

=====

Short version: relative energy (zero: lowest compared OMol25 entry of this formula, charge and spin) = 15.7; 15.9; 33.6 kcal/mol, in the order given.
Short version: HOMO = -8.53; -16.57; -9.28 eV, in the order given.
Short version: E_tot = -37312.824; -5734.193; -8841.498 eV, in the order given.